# 1
The following is a quantum chemistry calculation of C22H27FN4OS in the gas phase at a distorted geometry, from OMol25.

Structure (ORCA input):
```
! RIJCOSX wB97M-V def2-TZVPD def2/J DEFGRID3
* xyz 0 1
C -5.09 -1.43 -0.21
N -3.85 -0.72 -0.40
C -3.64 -0.35 -1.79
H -3.03 0.55 -1.85
C -2.87 -1.47 -2.52
N -1.63 -1.74 -1.83
C -0.50 -1.05 -2.15
O -0.39 -0.37 -3.16
C 0.62 -1.20 -1.20
C 1.81 -0.56 -1.30
C 2.69 -0.89 -0.24
C 2.11 -1.82 0.63
N 3.00 -2.14 1.58
N 4.14 -1.47 1.38
C 3.99 -0.71 0.30
C 5.09 0.12 -0.16
C 4.91 1.29 -0.89
C 5.97 2.06 -1.33
C 7.26 1.67 -1.02
C 7.48 0.52 -0.28
C 6.41 -0.24 0.14
H 6.56 -1.14 0.72
H 8.48 0.21 -0.04
H 8.10 2.26 -1.36
H 5.77 2.96 -1.89
F 3.66 1.73 -1.17
C 2.85 -3.03 2.69
H 2.62 -4.04 2.34
H 2.04 -2.70 3.35
H 3.79 -3.04 3.24
S 0.51 -2.27 0.20
H 2.02 0.13 -2.10
H -1.74 -2.09 -0.89
H -2.63 -1.15 -3.53
H -3.46 -2.39 -2.55
H -4.59 -0.16 -2.31
C -3.61 0.33 0.59
C -2.11 0.62 0.71
C -1.85 1.61 1.84
C -2.62 2.91 1.60
C -4.11 2.62 1.48
C -4.38 1.64 0.35
H -4.06 2.09 -0.60
H -5.45 1.43 0.28
H -4.66 3.55 1.30
H -4.48 2.20 2.42
H -2.44 3.60 2.43
H -2.26 3.38 0.68
H -0.78 1.82 1.91
H -2.16 1.17 2.79
H -1.72 1.03 -0.22
H -1.59 -0.32 0.92
H -3.95 -0.08 1.55
H -5.11 -2.29 -0.87
H -5.98 -0.82 -0.41
H -5.15 -1.80 0.82
*
```

The calculation puts the LUMO energy at 0.48 eV. The value obtained for the orbital gap is 8.672 eV. For the HOMO energy, the calculation gives -8.19 eV. The SMILES is CN(CCNC(=O)c1cc2c(-c3ccccc3F)nn(C)c2s1)C1CCCCC1.

# 2
The following is a quantum chemistry calculation of C22H27N3O3S as an isolated structure at a distorted geometry, from OMol25.

Structure (ORCA input):
```
! RIJCOSX wB97M-V def2-TZVPD def2/J DEFGRID3
* xyz 0 1
C 5.84 2.40 1.57
C 5.61 0.98 1.08
C 4.33 0.59 1.26
C 3.91 -0.84 0.91
C 4.85 -1.82 0.25
C 6.05 -1.24 0.24
C 6.32 0.03 0.70
H 7.39 0.54 0.24
H 6.80 -1.77 -0.33
H 4.62 -2.71 0.14
C 2.42 -1.13 1.26
O 2.11 -1.73 2.22
N 1.59 -1.43 0.12
C 1.92 -0.58 -1.02
H 2.90 -1.04 -1.45
C 1.83 0.84 -0.96
C 1.36 1.12 -2.40
H 0.27 1.61 -2.24
C 1.39 0.09 -3.32
H 2.23 -0.17 -3.59
H 0.49 0.01 -4.15
C 0.84 -0.97 -2.05
H -0.09 -0.83 -1.84
H 1.05 -2.04 -2.37
H 1.92 2.22 -3.18
H 3.00 1.27 -0.96
H 1.30 1.07 -0.27
C 0.27 -1.56 0.49
H -0.15 -2.54 -0.07
C -0.77 -0.66 0.64
O -0.57 0.67 0.70
N -2.11 -1.10 0.29
C -3.12 -0.19 0.49
C -4.50 -0.74 0.38
C -5.39 0.45 0.46
C -4.63 1.89 0.63
S -2.92 1.47 0.49
C -5.23 3.09 0.96
H -5.96 3.20 1.53
H -4.54 3.91 0.95
H -5.67 3.27 -0.07
C -6.99 0.55 0.56
H -7.42 0.15 1.29
H -7.20 -0.36 -0.44
H -7.32 1.53 -0.01
C -4.63 -2.11 0.30
O -3.84 -3.00 0.10
N -5.93 -2.59 0.57
H -6.73 -1.73 0.80
H -6.37 -3.37 0.58
H -2.33 -2.00 0.21
H 0.32 -2.11 1.48
H 3.60 1.19 1.63
H 5.06 3.00 1.28
H 6.84 2.65 1.15
H 5.93 2.56 2.78
*
```

The calculation puts the LUMO energy at 0.33 eV. The value obtained for the orbital gap is 7.706 eV. For the HOMO energy, the calculation gives -7.38 eV.